# 1
The following is a quantum chemistry calculation of a cluster of 2 separate species, C3H6BClO2 in total, from OMol25.

```
13
Properties=species:S:1:pos:R:3:forces:R:3
O 0.90416 -1.47265 -1.54583 -0.716 0.306 1.793
H -1.72513 -1.06356 2.12009 -1.202 -1.400 1.364
C -0.56939 2.23703 -0.94294 1.832 0.300 -0.006
C -1.17539 -0.54861 1.41659 1.379 2.738 -1.548
B 1.00118 -1.32507 -0.14823 1.747 -0.286 -0.384
H 0.12077 2.91729 -0.43805 -0.085 -0.244 -0.523
H 1.69793 -1.24768 -2.00967 0.869 -0.125 -0.290
Cl -1.99411 2.09631 -0.11763 -1.315 0.155 -0.156
H -1.45339 0.58711 1.35674 0.596 -2.181 0.205
C -0.20014 -1.01763 0.69310 -1.107 0.339 0.513
H -0.18864 1.47534 -1.63027 -0.585 0.220 0.315
H 2.21040 -1.45389 1.53345 0.024 0.170 -3.404
O 2.27580 -1.44394 0.48990 -1.436 0.009 2.119
```
Forces are in eV/Å.

The value obtained for the HOMO energy (spin up / spin down) is -8.479 / -8.387 eV. For the total energy, the calculation gives -20499.891 eV. The largest force on an atom comes out at 3.434 eV/A. Its net charge is 0. Its orbital gap (spin up / spin down) is 7.96 / 8.24 eV.

# 2
The following is a quantum chemistry calculation of the molecule C3H6BN, from OMol25.

```
11
Properties=species:S:1:pos:R:3:forces:R:3
H 1.25553 -0.47480 -1.45860 -0.657 0.072 -0.637
H -1.56281 1.85052 0.15940 -0.516 1.762 -0.487
N 0.20533 1.13691 -0.58012 -1.059 1.115 0.076
H -2.06325 -0.62356 -0.95864 -0.733 -0.621 0.588
C -0.94254 1.04085 -0.09912 -2.142 -3.177 2.521
B -1.84978 -0.44936 0.22674 2.065 0.219 -1.067
H 1.67565 0.14622 1.44127 0.601 0.127 -0.732
H -2.10883 -1.36903 1.10143 0.334 2.007 -1.080
C 1.85631 -0.23882 0.41766 -1.245 -0.497 1.842
C 0.96920 0.01719 -0.53756 3.216 -0.867 -1.059
H 2.56520 -1.03613 0.28755 0.134 -0.140 0.035
```
Forces are in eV/Å.

The value obtained for the HOMO energy is -8.880 eV. For the total energy, the calculation gives -5370.608 eV. The largest force on an atom comes out at 4.587 eV/A. Its net charge is 0. The structure (SMILES) is B/C=N\C=C. Its orbital gap is 8.48 eV.

# 3
The following is a quantum chemistry calculation of the molecule C3H6BNO2, from OMol25.

```
13
Properties=species:S:1:pos:R:3:forces:R:3
C 1.33209 -0.53246 0.58568 -0.797 -0.336 1.806
C -2.16645 -0.18301 0.38582 -0.383 -0.515 -2.555
H 1.98660 -1.04668 1.26264 1.050 -0.227 -0.372
B 1.40185 0.24545 -0.73899 -0.086 -0.556 -0.941
H -2.83333 -0.02903 -0.60273 1.644 -0.145 2.526
C -0.68667 -0.03940 0.16122 -1.244 -1.032 -1.804
H 1.55904 -0.84792 -1.35696 -0.114 0.425 -0.048
H -2.28593 -1.19598 0.82267 -0.174 0.673 -0.439
H 1.91214 2.02668 -0.66113 -0.603 3.030 1.668
H -2.34563 0.51273 1.16823 -0.898 0.805 0.603
O 2.19014 1.31793 -1.15477 0.881 -2.471 -1.590
N 0.08056 -0.78137 0.95821 1.034 0.224 0.697
O -0.14440 0.55306 -0.82988 -0.311 0.125 0.450
```
Forces are in eV/Å.

The value obtained for the HOMO energy is -9.802 eV. For the total energy, the calculation gives -9469.832 eV. The largest force on an atom comes out at 3.511 eV/A. Its net charge is 0. Its orbital gap is 9.38 eV.

# 4
The following is a quantum chemistry calculation of a structure of composition C3H6Br2NS, from OMol25.

```
13
Properties=species:S:1:pos:R:3:forces:R:3
H 1.37168 1.14959 0.54605 0.495 -0.406 0.055
C 1.12043 0.18292 0.10610 -0.808 -1.964 -0.603
S -1.02583 1.26978 -0.97251 -0.830 0.989 0.265
H 0.23668 -0.39654 -2.02698 1.472 0.877 1.516
H 1.25953 1.15531 -1.68360 -0.336 0.073 -0.839
C 0.54607 0.43810 -1.29046 -0.924 -0.971 -0.332
Br -2.61666 -1.40350 0.08182 0.147 0.176 -0.579
Br 2.59173 -1.14341 -0.10920 -0.562 0.979 0.455
C -1.62328 0.21475 0.30304 1.827 -1.214 2.742
N 0.04956 -0.44239 0.95676 -1.072 0.412 0.829
H 0.17472 -0.10319 2.00535 -0.446 -1.555 -2.626
H -2.02038 0.58823 1.30012 0.513 0.397 -1.749
H -0.06425 -1.50963 0.78351 0.525 2.208 0.867
```
Forces are in eV/Å.

The value obtained for the HOMO energy is -14.097 eV. For the total energy, the calculation gives -155609.809 eV. The largest force on an atom comes out at 3.511 eV/A. Its net charge is +1. Its orbital gap is 9.25 eV.

# 5
The following is a quantum chemistry calculation of the ion C3H6BrN2O with charge +1, from OMol25.

```
13
Properties=species:S:1:pos:R:3:forces:R:3
Br -2.49789 0.75673 -0.06097 0.022 -0.505 -0.006
N 0.46415 0.35793 0.00213 -1.502 1.230 3.094
H 1.92000 1.49855 -0.76883 0.189 0.805 1.061
C -1.61601 -0.51909 0.94046 -0.128 0.970 2.006
N -0.29095 -1.64372 -0.54442 -2.026 -2.938 -1.217
O -1.11974 -1.64739 0.58058 0.759 -0.444 -0.063
C 1.20824 1.60588 0.08933 2.064 -3.734 -1.133
H 1.63646 1.65457 1.09205 0.205 0.326 -0.415
H 1.21008 -0.71325 -1.57461 -0.105 -0.494 0.425
H 0.55184 2.34325 -0.13791 -1.826 2.575 -0.296
H -1.86974 -0.50536 2.09863 0.671 -0.045 -2.542
H -0.14749 -2.53833 -1.02963 -0.608 0.365 0.945
C 0.55105 -0.64978 -0.68679 2.284 1.889 -1.859
```
Forces are in eV/Å.

The value obtained for the HOMO energy (spin up / spin down) is -14.137 / -14.137 eV. For the total energy, the calculation gives -78266.813 eV. The largest force on an atom comes out at 4.415 eV/A. Its net charge is +1. Its orbital gap (spin up / spin down) is 8.36 / 8.36 eV.

# 6
The following is a quantum chemistry calculation of the ion C3H6BrN2O with charge +1, from OMol25.

```
13
Properties=species:S:1:pos:R:3:forces:R:3
H 0.98353 0.77548 1.81776 2.005 3.001 1.611
C 0.54642 -0.23161 -1.08433 3.941 -1.992 3.281
O -1.49799 0.68124 -1.62327 -0.091 1.777 -1.439
C -0.78288 0.42853 0.66897 1.941 -0.471 2.212
Br 1.25052 -0.73737 -2.76740 -0.935 0.666 1.309
H -0.92289 1.50579 0.90366 -0.482 -0.931 -0.319
N -0.63428 0.19423 -0.74717 1.512 -0.818 0.191
H -1.45524 -0.30582 1.08014 -1.116 0.505 0.004
H 0.58033 -0.83707 1.99596 -0.682 -1.254 1.151
H -2.31158 0.18694 -1.73957 -0.241 -0.915 0.492
N 1.43683 -0.46560 0.16127 -3.482 1.707 -5.156
C 0.63554 -0.02904 1.33994 -1.764 -1.818 -4.094
H 2.17171 -1.16571 -0.00597 -0.606 0.544 0.756
```
Forces are in eV/Å.

The value obtained for the HOMO energy is -14.431 eV. For the total energy, the calculation gives -78268.392 eV. The largest force on an atom comes out at 6.452 eV/A. Its net charge is +1. The structure (SMILES) is ON1CC[NH+]=C1Br. Its orbital gap is 10.13 eV.

# 7
The following is a quantum chemistry calculation of the ion C3H6BrN4O2 with charge +1, from OMol25.

```
16
Properties=species:S:1:pos:R:3:forces:R:3
H 3.18852 1.01304 0.77373 -0.386 -0.476 -0.513
N -2.11023 0.73862 0.35934 -1.543 2.024 -0.726
H -0.60077 0.52750 -1.64874 -0.742 0.765 -0.254
C -1.07397 -0.10725 0.32257 -0.733 0.115 -1.637
O 2.47135 -0.64794 0.53449 1.173 -0.690 0.548
H -3.00005 0.96008 0.91366 2.414 -1.441 -0.387
H -2.05840 1.36080 -0.47817 -0.440 -0.586 1.325
N 2.23476 0.61382 0.62196 -1.316 -0.401 0.659
Br -2.08262 -1.44925 2.63532 1.056 0.241 -1.448
C -0.78226 -1.19581 1.16233 -1.899 0.426 2.250
H 0.35915 -0.62326 -0.98481 0.089 -0.182 -0.044
H 2.10801 -2.50834 0.40740 0.414 0.264 0.211
C 0.33206 -2.05337 1.30091 -0.658 2.679 0.761
N 1.55601 -1.66348 0.54709 0.400 -0.125 -1.376
O 0.43754 -2.96181 2.05233 0.670 -1.355 -0.136
N -0.34777 0.06538 -0.80954 1.500 -1.258 0.767
```
Forces are in eV/Å.

The value obtained for the HOMO energy (spin up / spin down) is -12.966 / -12.379 eV. For the total energy, the calculation gives -83292.553 eV. The largest force on an atom comes out at 2.975 eV/A. Its net charge is +1. Its orbital gap (spin up / spin down) is 7.38 / 4.94 eV.

# 8
The following is a quantum chemistry calculation of a structure of composition C3H6Cl2N, from OMol25.

```
12
Properties=species:S:1:pos:R:3:forces:R:3
Cl -2.69004 0.25372 -0.28356 -0.786 -0.092 -0.361
H 0.92893 -0.04583 -1.55746 -0.043 1.506 -0.837
Cl -3.13993 -0.53933 3.13994 0.307 0.190 -0.600
N 0.02247 -0.16120 -1.10776 2.723 1.454 1.299
C -1.57102 0.07385 0.94540 3.519 -0.213 0.464
H -0.78836 0.42524 -1.39363 0.165 -0.916 -0.792
H 0.58506 1.07810 0.56867 0.788 1.190 -0.153
H -0.88418 0.04317 2.84561 1.413 -0.363 1.049
C -1.70736 -0.19661 2.25256 -1.384 0.677 -1.676
H 0.53416 -0.75112 1.03114 0.201 1.718 -2.224
C 0.23636 0.12554 0.30975 -4.972 -2.738 4.288
H 0.06117 -1.13340 -1.18460 -1.931 -2.413 -0.457
```
Forces are in eV/Å.

The value obtained for the HOMO energy is -13.406 eV. For the total energy, the calculation gives -29733.470 eV. The largest force on an atom comes out at 7.114 eV/A. Its net charge is +1. Its orbital gap is 9.55 eV.